C2H11MoN2O2 as an isolated structure in a non-equilibrium geometry, computed with ωB97M-V/def2-TZVPD.

Element x y z (Å)
C -2.041962 0.799492 -1.599611
Mo -0.306151 0.376105 -0.413459
N 1.313319 -0.117945 1.008992
N 0.858903 -0.595275 -1.907047
H 1.062413 -1.004896 1.461041
H -0.997099 1.548879 -1.318045
H -2.899971 1.113091 -0.992701
H -1.811039 -0.296525 -1.359852
H -2.179492 0.856769 -2.681398
H 1.158921 -1.517016 -1.578672
H 1.700335 -0.077644 -2.153474
H 0.373752 -0.765558 -2.791841
H 2.226186 -0.218530 0.557581
H 1.410498 0.591178 1.736946
O -2.851620 -1.997385 2.657549
C -1.943095 -1.460433 2.007922
O -1.055183 -1.934861 1.209885
H -1.891814 -0.338947 2.177685

Forces on atoms 1 to 3 (eV/Å):
C 0.6971 0.2924 0.6617
Mo 0.7584 -3.4856 3.0776
N 0.4599 0.3641 -0.0989

Values from the calculation:
- Lowest unoccupied orbital energy (alpha / beta): -6.1085 / -5.7136 eV
- Net charge: +1
- DFT total energy: -410.5506 Ha
- Spin multiplicity: 3